The following is a quantum chemistry calculation of a molecular structure, C58H90BeCl24F6NO41S2 at a distorted geometry, from the Open Molecules 2025 dataset.

Geometry (Å):
Be 0.36234 -2.21014 1.62452
C 0.17927 -2.88123 5.17417
C 0.29398 -2.82589 3.80697
C -0.02403 -4.03417 3.01100
O -0.12106 -3.75866 1.74821
C -0.05058 -5.33002 3.44559
C -0.35633 -5.47662 4.81728
C -0.07199 -4.19480 5.73107
O -0.24623 -4.56552 6.96227
O -0.70338 -6.43185 5.46255
O 0.59979 -1.76592 2.99750
H 0.39480 -2.06896 5.78518
H -0.10093 -6.10567 2.74879
C -2.25330 0.38008 0.41028
F -3.07898 0.12738 -0.62696
F -2.14479 1.69731 0.61487
F -2.62156 -0.21081 1.55021
S -0.54461 -0.11797 -0.01756
O -0.65669 -1.53442 0.52419
O -0.37140 -0.03045 -1.44241
N 0.40151 0.64290 0.88077
S 1.07473 2.02496 0.50686
O 0.55463 2.67610 -0.67277
O 1.34233 2.73889 1.72148
C 2.84520 1.59432 -0.06307
F 3.43789 2.72856 -0.45356
F 3.56019 1.12274 0.94670
F 2.82662 0.72987 -1.07613
C -4.75394 0.00923 6.12304
C -3.96150 -0.30210 4.78877
O -4.50680 -1.55227 4.13661
C -3.66463 -2.56137 3.97518
O -2.47504 -2.52744 3.99027
O -4.47985 -3.58094 3.75051
C -3.80148 -4.82177 3.54638
H -5.82982 0.10833 5.93983
H -4.51164 0.94563 6.60869
H -4.61541 -0.82822 6.79921
H -2.96613 -0.52516 5.10351
H -3.95585 0.50857 3.98653
H -4.56995 -5.49414 3.23800
H -3.23778 -5.00418 4.49601
H -3.05763 -4.78931 2.73188
C 5.98876 0.19281 -0.90767
C 7.42197 0.01183 -1.53221
O 7.22181 0.00474 -2.94411
C 8.30930 -0.13043 -3.72267
O 9.43063 -0.19710 -3.33737
O 7.85050 -0.23942 -4.94499
C 8.72683 -0.58128 -6.01990
H 5.41448 -0.76047 -0.91073
H 5.60641 1.12456 -1.44828
H 6.19987 0.48219 0.14166
H 7.86802 -0.91126 -1.27199
H 8.02485 0.83593 -1.30072
H 8.22059 -0.45477 -6.96859
H 8.96103 -1.63427 -5.91516
H 9.67699 0.00009 -5.95050
C -2.12567 -3.40017 -2.61786
C -1.04767 -2.58629 -3.37931
O -1.80852 -1.84512 -4.39934
C -0.99313 -1.10698 -5.24804
O 0.18363 -1.00974 -5.14189
O -1.68046 -0.61210 -6.26223
C -0.87106 0.18991 -7.04693
H -2.89382 -2.63586 -2.46471
H -1.73457 -3.73247 -1.68109
H -2.58382 -4.16922 -3.17120
H -0.23635 -3.10064 -3.84048
H -0.63361 -1.82316 -2.74486
H -0.41279 1.00892 -6.47422
H -1.45215 0.72118 -7.80954
H -0.08209 -0.42066 -7.54134
C 3.17885 -1.72482 -4.38521
C 2.93765 -3.20845 -4.41092
O 3.89672 -4.03655 -5.02916
C 5.14083 -4.06263 -4.53870
O 6.08351 -4.46718 -5.17783
O 5.16735 -3.62086 -3.28635
C 6.52435 -3.61169 -2.71184
H 2.70300 -1.30111 -5.25321
H 4.20011 -1.35848 -4.35238
H 2.66570 -1.36134 -3.53955
H 2.05633 -3.43470 -4.92787
H 2.77060 -3.61344 -3.39356
H 6.58682 -2.67825 -2.06772
H 7.22463 -3.69584 -3.50369
H 6.54027 -4.45717 -1.94361
C 5.90573 -2.42975 2.07066
C 4.41995 -2.21261 1.65753
O 3.82488 -3.35295 1.02507
C 2.62957 -3.26802 0.60215
O 1.88540 -2.33547 0.78394
O 2.36381 -4.38043 -0.04035
C 1.20619 -4.34980 -0.97473
H 6.21278 -1.40291 2.24463
H 6.49283 -2.93939 1.28360
H 5.82351 -3.10346 2.91319
H 4.31164 -1.48727 0.85988
H 3.89393 -1.93516 2.57882
H 1.06792 -3.31159 -1.33510
H 0.32645 -4.59816 -0.37071
H 1.49128 -5.01129 -1.77959
C -7.19354 -3.29439 -2.65279
C -6.64827 -2.52194 -3.84167
O -5.41958 -3.20569 -4.37220
C -5.07360 -3.09126 -5.65722
O -5.51171 -2.40699 -6.55429
O -4.10114 -4.01619 -5.85599
C -3.49538 -3.87497 -7.15865
H -7.68318 -4.22398 -2.89128
H -7.89374 -2.74926 -2.06364
H -6.31388 -3.55963 -2.04723
H -6.24891 -1.56621 -3.50417
H -7.39849 -2.39020 -4.63103
H -3.09535 -4.83233 -7.43378
H -2.70416 -3.05660 -7.15610
H -4.24316 -3.57193 -7.88465
C 4.63517 1.12662 4.56117
C 3.08976 0.90666 4.55812
O 2.64750 0.13544 5.68489
C 3.11944 -1.09855 5.68279
O 3.91332 -1.59086 4.90240
O 2.71243 -1.61683 6.79965
C 2.93845 -2.96447 7.15651
H 5.13748 0.17829 4.63267
H 4.92661 1.68762 5.45700
H 4.90481 1.69768 3.64566
H 2.78367 0.39925 3.61388
H 2.59040 1.89128 4.64884
H 2.01675 -3.34415 7.61693
H 3.86493 -2.98413 7.70550
H 3.17885 -3.46653 6.22692
C -2.36708 6.29266 2.77954
C -1.41968 5.61177 3.72043
O -1.78571 4.23556 3.60089
C -0.97855 3.36517 4.18591
O -0.00699 3.57495 4.89982
O -1.45250 2.14337 3.95045
C -0.55446 1.01516 4.18361
H -2.74701 5.61739 2.00183
H -2.01922 7.19887 2.29927
H -3.20089 6.66425 3.42846
H -1.51593 5.95186 4.74523
H -0.40740 5.67542 3.30633
H 0.35034 1.51722 4.29685
H -0.67693 0.37550 3.36412
H -0.83901 0.59227 5.13058
C -5.90636 -9.98136 -0.86694
C -4.48036 -9.91527 -1.29624
O -3.77593 -9.10650 -0.39133
C -2.45224 -8.92691 -0.70993
O -1.95655 -9.31962 -1.72943
O -1.88272 -8.17998 0.28818
C -0.51753 -7.75112 0.08632
H -6.20348 -8.91616 -0.64512
H -5.98953 -10.61039 0.04754
H -6.62110 -10.42727 -1.56718
H -4.28680 -9.51703 -2.34818
H -4.01763 -10.90595 -1.32133
H -0.45556 -6.96282 -0.67593
H 0.16577 -8.57936 -0.11989
H -0.15797 -7.25714 0.98925
C -2.67030 3.32108 -3.02578
C -3.69862 3.90878 -2.02657
O -4.93228 4.37999 -2.75197
C -5.30266 5.61471 -2.46363
O -4.75595 6.39375 -1.70904
O -6.39358 5.82349 -3.21908
C -7.05309 7.04310 -2.99627
H -2.32517 3.99245 -3.79337
H -3.13731 2.36671 -3.36305
H -1.73089 3.10825 -2.51195
H -3.23307 4.77161 -1.66393
H -4.11381 3.25091 -1.25561
H -7.41022 7.39889 -3.90383
H -6.38430 7.71566 -2.50289
H -7.98350 6.90425 -2.40261
C 3.43719 12.74365 -0.78283
C 2.76186 11.56114 -0.24537
O 2.76436 10.50151 -1.30946
C 3.25738 9.33551 -0.91098
O 3.61967 8.95716 0.19276
O 3.26151 8.51705 -1.99094
C 3.86887 7.23892 -1.83186
H 3.40315 13.56289 -0.01630
H 3.07055 13.10027 -1.71888
H 4.49528 12.52346 -1.04009
H 1.71046 11.80810 -0.09061
H 3.26687 11.19665 0.61986
H 3.38286 6.67034 -2.58480
H 3.72918 6.91913 -0.81309
H 4.89827 7.32850 -2.03552
C -7.61640 4.09527 1.73818
Cl -8.78100 2.89934 0.94653
Cl -8.39696 4.73132 3.21430
Cl -6.21379 3.20875 2.24369
Cl -7.20401 5.39589 0.64284
C -7.47277 -1.16395 1.15108
Cl -9.10107 -1.25376 0.42154
Cl -7.50451 -0.52966 2.84036
Cl -6.88427 -2.85326 1.34574
Cl -6.35174 -0.16865 0.17148
C 6.30535 4.88175 1.04462
Cl 5.84556 4.42032 -0.50317
Cl 4.88930 5.15043 2.05431
Cl 7.40382 3.63435 1.80537
Cl 7.30034 6.44928 1.11912
C -0.41999 7.17659 -1.00204
Cl 0.16880 5.58694 -1.36517
Cl 0.15255 8.24860 -2.26797
Cl -2.20219 7.29043 -0.89820
Cl 0.28669 7.79834 0.50559
C 2.98422 2.54436 -4.62148
Cl 2.32525 3.22401 -6.15373
Cl 4.49775 1.75191 -4.78617
Cl 3.20032 3.94406 -3.49060
Cl 1.75730 1.54768 -3.90603
C -2.04400 1.00968 9.15695
Cl -2.04582 -0.55914 8.36657
Cl -3.21247 0.92040 10.48277
Cl -0.34290 1.43514 9.67234
Cl -2.62503 2.18052 7.92397

Atoms 1-6, force components in eV/Å:
-0.377 -1.296 -2.402
0.704 -1.371 -1.634
-0.183 1.261 0.704
0.577 -1.008 -1.182
0.200 0.590 -0.422
-0.528 1.497 0.854

For the gap between HOMO and LUMO, the calculation gives 7.3 eV. The strongest force on any atom is 5.125 eV/Å. For the total energy, the calculation gives -17858.70620 Ha. Its net charge is -1.